{"formula": "C45H119N9O13", "method": "ωB97M-V with the def2-TZVPD basis set", "species": ["C", "C", "C", "O", "H", "H", "H", "H", "H", "H", "H", "H", "C", "O", "C", "C", "N", "C", "C", "O", "C", "H", "H", "H", "H", "H", "H", "H", "H", "H", "H", "H", "H", "H", "H", "H", "C", "O", "C", "C", "N", "C", "C", "O", "C", "H", "H", "H", "H", "H", "H", "H", "H", "H", "H", "H", "H", "H", "H", "H", "C", "O", "C", "C", "N", "C", "C", "O", "C", "H", "H", "H", "H", "H", "H", "H", "H", "H", "H", "H", "H", "H", "H", "H", "C", "C", "C", "O", "C", "N", "H", "H", "H", "H", "H", "H", "H", "H", "H", "H", "H", "C", "C", "C", "O", "C", "N", "H", "H", "H", "H", "H", "H", "H", "H", "H", "H", "H", "C", "C", "C", "O", "C", "N", "H", "H", "H", "H", "H", "H", "H", "H", "H", "H", "H", "C", "C", "C", "O", "C", "N", "H", "H", "H", "H", "H", "H", "H", "H", "H", "H", "H", "C", "C", "C", "O", "C", "N", "H", "H", "H", "H", "H", "H", "H", "H", "H", "H", "H", "C", "C", "C", "O", "C", "N", "H", "H", "H", "H", "H", "H", "H", "H", "H", "H", "H"], "positions_angstrom": [[5.81697, 0.72200, -2.60859], [6.30866, 1.92285, -3.36741], [5.86316, 1.87565, -4.82889], [5.69070, 3.03351, -2.69822], [6.15464, 0.79581, -1.57270], [6.16509, -0.20699, -3.06226], [4.72869, 0.66491, -2.53743], [7.38649, 2.01263, -3.20418], [6.47731, 1.16266, -5.38278], [5.92872, 2.85768, -5.29672], [4.83616, 1.51218, -4.87229], [5.90189, 3.87808, -3.16307], [2.42006, -5.07871, 4.32889], [2.24993, -4.29546, 3.17082], [3.22736, -4.48733, 2.18368], [2.77495, -3.69608, 0.94868], [3.58194, -4.12538, -0.19426], [3.22945, -3.26762, -1.34438], [4.41789, -3.17421, -2.31910], [4.01179, -2.52376, -3.50550], [5.03759, -2.42595, -4.45493], [1.55989, -5.07913, 4.99822], [3.28515, -4.76609, 4.92107], [2.54293, -6.14419, 4.10506], [3.41017, -5.54468, 1.95751], [4.18236, -4.16088, 2.62266], [2.83696, -2.62371, 1.16249], [1.70428, -3.85267, 0.80798], [4.54917, -3.92248, 0.03992], [3.06136, -2.26720, -0.93801], [2.30897, -3.64700, -1.78669], [4.79049, -4.18507, -2.51926], [5.23576, -2.59681, -1.87356], [4.84474, -1.61162, -5.15372], [5.03641, -3.31601, -5.09801], [6.05099, -2.37227, -4.04877], [7.28082, 5.63326, -4.35576], [6.05296, 5.51791, -3.62120], [5.81993, 6.62673, -2.75671], [4.50239, 6.42390, -1.99533], [4.62918, 5.35744, -1.01090], [3.37686, 5.19341, -0.29878], [3.42298, 4.13012, 0.76658], [2.09177, 3.87198, 1.22587], [2.03707, 3.34677, 2.55130], [7.53573, 4.68728, -4.82593], [8.04707, 5.83357, -3.60011], [7.28995, 6.46772, -5.05675], [5.75066, 7.52909, -3.37147], [6.66969, 6.63274, -2.06514], [3.79274, 6.22825, -2.80974], [4.26540, 7.35238, -1.47464], [4.87826, 4.52079, -1.51565], [2.50534, 4.95966, -0.92672], [3.14611, 6.15281, 0.17373], [3.99789, 4.46487, 1.63308], [3.85560, 3.23176, 0.31630], [2.78069, 2.60029, 2.82862], [1.06635, 2.85244, 2.60371], [1.99570, 4.21690, 3.21147], [-6.23388, -2.45737, -1.08903], [-5.97529, -1.08737, -0.80004], [-4.63865, -0.76705, -1.05880], [-4.39798, 0.73315, -0.90014], [-3.10867, 1.08351, -1.50722], [-2.70166, 2.47734, -1.20754], [-3.34040, 3.50475, -2.08808], [-4.73940, 3.73245, -1.83835], [-5.09910, 4.19668, -0.56440], [-6.20686, -2.67717, -2.16089], [-7.24324, -2.65840, -0.73627], [-5.49780, -3.10539, -0.60619], [-4.38057, -0.96333, -2.10986], [-3.95284, -1.35722, -0.44144], [-4.40562, 0.99236, 0.16292], [-5.22700, 1.29592, -1.33743], [-3.19362, 0.96318, -2.51927], [-1.62322, 2.51372, -1.38879], [-2.94485, 2.74751, -0.18018], [-3.17786, 3.30825, -3.14479], [-2.90093, 4.46610, -1.78808], [-4.62987, 5.15416, -0.31921], [-4.84496, 3.46533, 0.20945], [-6.18055, 4.30484, -0.49303], [-5.78253, -3.06705, 3.95778], [-4.67215, -2.38272, 4.73529], [-3.29331, -2.46369, 4.06531], [-2.73317, -3.74933, 4.05078], [-1.41067, -3.70542, 3.55823], [-4.97289, -0.96581, 4.88358], [-5.55943, -4.13294, 3.91236], [-5.81644, -2.55211, 2.99616], [-6.75744, -2.96992, 4.43731], [-4.64109, -2.74289, 5.77108], [-2.67034, -1.70374, 4.55847], [-3.34439, -2.05363, 3.04645], [-0.72425, -3.29220, 4.30042], [-1.36596, -3.21187, 2.58334], [-1.04829, -4.70869, 3.32432], [-5.81756, -0.73119, 5.39046], [-4.25086, -0.61346, 5.50999], [0.89767, 2.13265, 6.64115], [0.00653, 1.62589, 5.48482], [0.49979, 0.29854, 4.91357], [1.80748, 0.45776, 4.44385], [2.38747, -0.74748, 4.01645], [-1.34378, 1.44700, 5.96576], [0.42674, 2.99508, 7.11052], [1.91245, 2.29230, 6.27891], [0.98003, 1.33821, 7.38621], [0.02513, 2.30390, 4.61990], [-0.20570, 0.06593, 4.10312], [0.42637, -0.49701, 5.66420], [2.25745, -1.55224, 4.74778], [3.46552, -0.64239, 3.88537], [1.96514, -1.08169, 3.06428], [-1.63913, 2.29650, 6.43548], [-1.98175, 1.35942, 5.16021], [-4.09044, 3.47149, 4.23450], [-3.29727, 2.77736, 3.13962], [-2.00022, 3.45038, 2.72324], [-2.24206, 4.27362, 1.59376], [-1.07389, 4.90568, 1.12180], [-2.96755, 1.38526, 3.53588], [-3.58435, 3.51518, 5.20276], [-4.96552, 2.86658, 4.48306], [-4.35676, 4.47714, 3.91143], [-3.98465, 2.71017, 2.29051], [-1.27992, 2.72960, 2.30873], [-1.45813, 3.93811, 3.54182], [-0.46378, 5.27678, 1.94717], [-1.32228, 5.66192, 0.37727], [-0.44525, 4.22332, 0.53545], [-2.46988, 0.94677, 2.76238], [-3.78583, 0.83272, 3.76252], [-1.42936, 0.30594, -6.21658], [-1.90966, -0.10797, -4.82012], [-0.80093, 0.19523, -3.83169], [0.44014, -0.34559, -4.26109], [1.53338, -0.09345, -3.39086], [-3.12202, 0.66916, -4.49340], [-2.28302, 0.37397, -6.89155], [-0.66516, -0.35968, -6.61657], [-0.96536, 1.29111, -6.12735], [-2.10392, -1.18041, -4.76118], [-1.03659, -0.13947, -2.81673], [-0.62491, 1.27999, -3.77753], [1.72991, -0.96726, -2.76433], [1.34343, 0.79116, -2.77936], [2.42433, 0.00538, -4.01104], [-2.99859, 1.62541, -4.81053], [-3.78536, 0.25264, -5.13971], [-2.45886, -4.16786, -2.83594], [-3.26127, -5.25720, -2.10576], [-3.02922, -6.61542, -2.74405], [-4.00836, -7.52674, -2.24803], [-3.94362, -8.78917, -2.89175], [-2.93447, -5.23388, -0.68202], [-1.37800, -4.32426, -2.80205], [-2.64317, -3.14070, -2.52203], [-2.70313, -4.18622, -3.90269], [-4.32204, -5.01861, -2.20442], [-2.06214, -7.06322, -2.49383], [-3.18322, -6.52735, -3.82547], [-2.97719, -9.29367, -2.78594], [-4.25068, -8.73088, -3.93584], [-4.58070, -9.46452, -2.31928], [-2.04430, -5.69291, -0.52933], [-3.65152, -5.75331, -0.19013], [-0.59527, -1.93711, -0.03266], [-0.49574, -0.79634, 0.97602], [0.60700, 0.23056, 0.64853], [1.81037, -0.47195, 0.49868], [2.92210, 0.31984, 0.13455], [-1.80228, -0.11544, 0.99344], [0.34448, -2.46654, -0.20884], [-0.99025, -1.62404, -0.99904], [-1.24725, -2.70564, 0.39124], [-0.34212, -1.11864, 2.00801], [0.71599, 0.86813, 1.53305], [0.33773, 0.84302, -0.22011], [3.43151, 0.77067, 0.98921], [2.74317, 1.04631, -0.66120], [3.62715, -0.40116, -0.28808], [-1.89758, 0.36303, 0.10108], [-2.47772, -0.86751, 1.05406]], "forces_ev_per_angstrom": [[0.06, -0.56, 0.52], [-1.08, 0.60, 0.43], [0.47, -0.28, 0.29], [0.18, 0.27, -0.41], [0.20, -0.19, -0.04], [0.11, -0.02, 0.13], [-0.06, 0.22, -0.38], [0.15, -0.08, -0.51], [0.05, 0.08, -0.11], [0.00, -0.03, -0.08], [-0.09, 0.20, -0.02], [-0.15, -0.56, 0.32], [0.33, -0.59, 0.21], [-1.02, -0.27, 0.65], [0.18, 0.18, 0.26], [0.70, -0.57, 1.00], [-0.43, 0.55, -0.36], [1.04, 0.22, 0.40], [-0.72, -0.33, 0.07], [-0.04, 0.32, 0.32], [0.01, -0.82, -1.03], [-0.27, 0.66, -0.34], [0.15, 0.12, -0.07], [0.23, -0.01, -0.35], [-0.50, -0.11, -0.18], [0.18, 0.39, -0.43], [0.24, 0.10, -0.06], [0.08, -0.47, -0.27], [0.07, -0.09, 0.04], [-0.41, 0.20, -0.42], [0.13, 0.06, -0.31], [0.03, -0.08, -0.15], [0.04, -0.02, 0.24], [-0.02, 0.32, 0.39], [0.03, -0.19, 0.11], [-0.10, 0.35, 0.31], [0.05, 0.28, 1.43], [-0.03, -0.11, -1.12], [-0.01, -0.34, 0.38], [1.32, -0.15, -0.57], [-0.33, 0.42, -0.33], [-0.51, 0.37, 0.26], [-0.33, -0.05, 0.44], [0.72, -0.43, -0.46], [-1.13, 0.55, -0.54], [-0.35, -0.01, -0.17], [0.34, 0.03, -0.21], [-0.28, -0.08, -0.19], [0.18, 0.14, 0.17], [-0.08, 0.53, 0.10], [-0.56, 0.00, 0.33], [-0.15, 0.05, -0.14], [-0.01, -0.50, 0.18], [0.08, -0.03, -0.30], [-0.05, 0.02, 0.02], [0.41, -0.10, -0.16], [0.15, -0.21, 0.28], [0.31, 0.21, -0.19], [0.02, -0.04, 0.20], [0.37, -0.29, 0.49], [-0.16, 0.44, 0.13], [-0.13, -0.57, -0.09], [0.41, 0.78, -0.72], [-0.14, -0.16, 0.27], [-0.29, 0.40, 0.77], [-0.25, -1.27, -0.66], [-0.65, 1.70, 1.38], [-0.33, -0.74, -1.13], [0.31, -0.37, 0.46], [0.10, 0.22, -0.15], [0.08, -0.15, 0.12], [-0.06, -0.07, 0.20], [-0.08, -0.38, -0.08], [0.00, -0.03, 0.09], [0.25, 0.03, 0.06], [-0.14, -0.17, -0.14], [0.05, -0.01, 0.20], [0.10, 0.30, 0.29], [0.43, -0.30, 0.15], [-0.34, 0.07, -0.07], [0.60, 0.08, -0.51], [0.13, 0.03, 0.00], [0.17, 0.14, 0.11], [-0.02, 0.08, -0.47], [0.45, 0.08, 0.26], [-0.62, -0.20, 0.75], [-0.37, 0.81, 0.00], [-0.05, 0.02, 0.16], [0.15, -0.67, -0.32], [0.82, 1.38, -0.04], [-0.03, 0.03, -0.51], [-0.17, -0.47, -0.26], [0.06, 0.16, 0.12], [0.41, -0.88, -0.28], [0.41, -0.37, 0.39], [-0.37, -0.21, -0.23], [0.03, 0.41, -0.17], [0.06, 0.53, 0.20], [-0.33, -0.20, 0.35], [-0.35, -0.62, -0.23], [0.07, 0.33, -0.20], [-0.23, -0.84, -0.77], [0.62, -0.04, 0.36], [-0.75, 0.38, 0.17], [0.58, 0.10, -0.01], [0.07, -0.53, -0.18], [-0.61, -0.09, 0.10], [0.34, 0.22, -0.05], [-0.07, 0.49, 0.08], [-0.20, 0.00, 0.09], [0.26, 0.37, 0.16], [0.13, -0.33, -0.18], [0.09, -0.01, 0.10], [-0.19, 0.02, 0.09], [-0.05, 0.41, -0.01], [-0.08, -0.05, -0.04], [0.05, -0.04, 0.15], [0.22, -0.08, 0.18], [0.19, -0.24, 0.41], [-0.28, -1.27, 0.38], [0.54, -0.57, -1.32], [-0.52, 1.12, 0.36], [0.30, -0.57, -0.55], [0.30, 0.63, 0.05], [0.49, 0.20, -0.22], [-0.31, 0.24, -0.41], [-0.23, -0.02, 0.14], [0.28, 0.43, -0.40], [-0.14, -0.63, 0.55], [-0.34, 0.43, 0.07], [-0.02, 0.35, -0.08], [-0.33, 0.37, 0.48], [0.09, -0.40, 0.35], [-0.15, -0.23, -0.05], [-0.21, 0.01, -0.17], [0.19, -0.31, 0.15], [1.07, 0.68, -0.41], [0.88, 0.42, 0.63], [-0.32, -0.36, -0.36], [-0.24, -0.55, -0.26], [0.05, -1.04, -0.15], [0.10, -0.09, -0.16], [-0.11, -0.05, -0.05], [-0.09, 0.10, -0.12], [-0.36, 0.05, -0.08], [-0.18, -0.10, 0.00], [-0.47, 0.23, 0.06], [-0.20, 0.09, 0.29], [0.21, 0.10, 0.01], [-0.01, 0.34, 0.02], [0.10, 0.04, -0.05], [-0.57, 0.40, 0.27], [0.03, -0.19, -0.81], [0.79, 0.65, 0.11], [-0.96, -0.46, -0.07], [0.09, -0.19, -0.12], [-0.13, -0.21, 0.97], [-0.44, 0.14, 0.01], [0.02, -0.16, 0.29], [-0.22, -0.18, 0.47], [-0.07, -0.07, -0.03], [-0.05, -0.08, -0.01], [0.36, 0.44, -0.26], [0.38, -0.06, -0.13], [0.41, 0.48, -0.31], [0.03, -0.05, -0.09], [-0.48, 0.21, -0.27], [0.01, -0.03, 0.12], [0.21, -0.13, 0.19], [0.72, -0.86, 0.55], [-0.28, 0.67, -0.66], [-0.58, -0.43, 1.18], [0.24, 0.17, -0.68], [0.59, -0.95, -0.21], [0.83, 0.37, 0.58], [0.13, 0.28, -0.02], [-0.08, 0.22, 0.08], [-0.31, 0.05, -0.23], [0.36, -0.51, -0.16], [-0.22, 0.42, -0.13], [0.13, -0.05, -0.19], [-0.31, 0.30, 0.13], [-0.40, 0.20, 0.19], [0.19, 0.13, 0.01], [-0.59, -0.24, -0.17], [-0.39, 0.28, -0.19]], "mulliken_charge": [-1.252, 0.710, -1.048, -0.485, 0.430, 0.327, -0.036, 0.256, 0.374, 0.357, 0.116, 0.363, -0.992, -0.018, -1.087, 0.622, -0.421, 0.857, -0.715, -0.143, -0.964, 0.264, 0.338, 0.368, 0.497, 0.400, -0.246, 0.017, 0.302, -0.741, 0.151, 0.350, 0.344, 0.232, 0.327, 0.406, -0.869, -0.506, -0.701, -0.622, -0.183, -0.893, -0.258, 0.035, -0.422, 0.311, 0.340, 0.318, 0.398, 0.379, 0.319, 0.466, 0.296, 0.360, 0.360, 0.340, 0.018, 0.529, -0.622, 0.457, -0.726, -0.479, 0.037, -0.381, 0.130, 0.870, -0.892, -0.398, -0.321, 0.283, 0.363, 0.224, 0.220, 0.060, -0.158, 0.590, -0.141, 0.229, -0.796, 0.137, 0.479, 0.275, -0.061, 0.307, -1.417, 0.231, 0.403, -0.530, -0.112, -0.612, 0.321, 0.250, 0.431, 0.348, -0.030, -0.229, 0.233, -0.100, 0.384, 0.230, 0.181, -1.619, 1.608, -0.134, -0.333, -0.850, -0.608, 0.484, 0.294, 0.345, -0.641, -0.481, 0.511, 0.437, 0.379, 0.121, 0.313, 0.181, -1.849, 1.146, 0.451, -0.394, -0.766, 0.251, 0.295, 0.437, 0.438, -0.511, -0.741, 0.709, 0.347, 0.416, 0.167, -0.477, 0.176, -1.529, 0.469, 0.183, -0.483, -0.219, -0.580, 0.429, 0.356, 0.363, 0.154, -0.382, 0.303, 0.030, 0.295, 0.069, 0.239, 0.295, -1.198, 0.458, -0.789, -0.296, -0.785, -0.457, 0.309, -0.091, 0.515, 0.182, 0.386, 0.381, 0.310, 0.298, 0.264, 0.244, 0.282, -0.377, 1.735, -0.883, 0.702, -0.995, 1.276, -0.677, -0.679, 0.417, -0.224, -0.569, 0.408, 0.234, 0.225, 0.252, -0.553, -0.344], "de_lowest_kcal_mol": 0.0, "e_homo_ev": -8.212, "homo_lumo_gap_ha": 0.3256, "max_force_ev_per_a": 2.3, "total_energy_ha": -3256.58368, "smiles": "COC[C@H](C)N.COC[C@H](C)N.COC[C@H](C)N.COC[C@H](C)N.COC[C@H](C)N.COC[C@H](C)N.COCCNCCOC.COCCNCCOC.COCCNCCOC.CC(C)O"}